DFT (ωB97M-V/def2-TZVPD) results for a structure of composition C42H32N8OTi.

Structure (ORCA input):
```
! RIJCOSX wB97M-V def2-TZVPD def2/J DEFGRID3
* xyz 2 1
O -1.25672 -0.20648 1.38777
C 2.18650 -1.83189 0.74654
C -3.19239 -4.02397 -0.62935
C -0.90812 0.58963 -2.85835
H -0.30561 2.80722 -2.14769
C -1.93308 -4.88410 1.34449
C 2.40729 1.80039 4.05910
H -0.31254 5.24971 -2.01438
C -4.55760 1.15317 4.88678
C -3.15879 1.82494 -2.46431
H 2.14113 1.84134 -1.68337
C 4.91778 0.36737 -0.49602
N -1.74634 0.82829 -0.72422
H -0.03481 0.16110 -6.08769
C 5.02100 -1.72877 0.83399
H -2.53199 -1.19675 -2.31726
H 1.07682 4.88609 2.01264
C 2.92326 -2.84595 1.30365
C -2.61224 0.29181 3.77738
H 0.82659 -3.53745 2.75359
N 0.35478 2.48437 -0.22072
C 1.29811 2.18039 1.97428
H 4.59510 2.07411 -1.75112
H -3.84659 2.01316 -1.64716
C -2.12210 -3.96001 0.28571
C -0.08085 -2.79386 0.97182
H -0.77275 -5.37436 3.05008
H -1.76776 1.28267 -4.68982
H -1.66362 -0.22820 3.80031
H 1.71573 -1.21500 -4.95112
H 2.16596 -0.20835 4.80891
H -2.95161 0.14095 5.88807
C 4.29867 -0.69583 0.19036
C -4.33836 1.41217 2.50795
Ti 0.01067 -0.09697 -0.05933
H -3.66108 1.23276 -3.23261
C -3.33529 0.49635 4.94083
N 0.78919 -1.74567 0.59573
C -0.01155 4.66358 -1.15733
C -0.90108 -4.70188 2.21237
C 0.96880 -0.67756 -4.38395
N 2.13841 0.19429 -0.46420
H -4.71673 1.76029 1.55682
C -5.05933 1.60683 3.67236
N -2.66468 1.16344 0.23288
H 1.73348 -1.30555 -2.47778
C 2.76036 1.14147 -1.14353
C -1.95563 1.11154 -1.95765
C 4.33528 -2.77921 1.36129
H -3.90588 -4.83630 -0.56490
C 0.78273 4.44901 1.07037
H 3.00336 2.15443 4.88983
C -0.00846 0.07981 -5.00893
C 4.15107 1.26924 -1.18225
C 1.95839 0.49178 4.01190
C -1.21966 -2.89800 0.14340
C 0.03333 -3.65300 2.02948
H -2.62713 -5.70577 1.46465
H 5.99898 0.44015 -0.49997
C 0.79970 3.06977 0.89976
C -0.96804 0.71501 -4.23440
N 0.94873 0.89477 1.88371
H 6.10232 -1.68631 0.86703
H 4.87288 -3.59656 1.82363
N -1.38948 -1.89239 -0.76111
C 2.05705 2.65997 3.03259
C -2.40071 -1.99188 -1.59473
C -3.31596 -3.05423 -1.58351
H -4.11939 -3.07007 -2.30652
H 0.86480 -0.92531 2.83233
C 0.36538 5.25954 0.03441
H -6.01581 2.11092 3.63604
C -0.01126 3.28653 -1.22573
C 2.89539 -0.74753 0.17315
C -3.10897 0.75540 2.55991
H -2.88003 2.78019 -2.91809
C -2.31761 0.55625 1.34394
H 2.37727 3.69098 3.05522
N 0.08333 -0.09465 -2.24927
H 2.44287 -3.73410 1.67715
H -5.12495 1.30938 5.79513
C 1.23911 0.08502 2.90579
H 0.34315 6.33494 0.15191
C 0.98239 -0.73263 -3.00380
*
```

Properties
HOMO-LUMO gap = 6.7 eV
Strongest force on any atom = 0.8 eV/A
HOMO level = -12.83 eV